<one>
{"formula": "C3H5NS", "method": "the ωB97M-V functional and the def2-TZVPD basis", "species": ["S", "N", "C", "C", "C", "H", "H", "H", "H", "H"], "xyz": [[-0.7032, 0.4270, 1.0910], [-0.5834, 0.3020, -2.5152], [0.2273, 1.1725, -0.2209], [-0.0497, 0.5734, -1.5347], [-0.1013, -1.2086, 0.8323], [0.0013, 2.2503, -0.3481], [1.2618, 1.0128, 0.0619], [-0.7018, -1.7871, 1.5680], [-0.2565, -1.5509, -0.1620], [0.9055, -1.1914, 1.2277]], "nbo_charge": [0.27, -0.30, -0.67, 0.26, -0.77, 0.28, 0.24, 0.24, 0.23, 0.22], "homo_lumo_gap_ev": 9.98, "smiles": "CSCC#N", "e_lumo_ev": 0.7463}

<two>
{"formula": "C3H5NS", "method": "the ωB97M-V functional and the def2-TZVPD basis", "species": ["S", "N", "C", "C", "C", "H", "H", "H", "H", "H"], "xyz": [[-2.8994, -1.3148, 2.1290], [-1.0691, -0.9754, 0.1246], [-1.8745, -1.2539, 0.9667], [1.2598, 0.8995, -1.0665], [0.8702, 0.7646, 0.1848], [0.7449, 1.5573, -1.7472], [-0.5604, -1.4717, -0.5730], [0.0365, 1.3116, 0.5896], [1.3893, 0.1170, 0.8704], [2.1027, 0.3657, -1.4784]], "nbo_charge": [0.01, -0.67, 0.22, -0.42, -0.36, 0.19, 0.43, 0.20, 0.19, 0.19], "homo_lumo_gap_ev": 10.21, "smiles": "N=C=S.C=C", "e_lumo_ev": 0.7522}

Computed stability ranking, most favorable first: <one>, <two>

<one>
{"formula": "C3H5NS", "method": "the ωB97M-V functional and the def2-TZVPD basis", "species": ["S", "N", "C", "C", "C", "H", "H", "H", "H", "H"], "xyz": [[0.0831, 0.5265, -2.4444], [0.4358, -0.6861, -1.3873], [-0.3680, -0.6794, -0.2581], [0.2702, 1.6857, -0.0142], [-0.1418, 0.6006, 0.5367], [0.6870, 2.6047, 0.2401], [-1.4142, -0.6863, -0.6097], [-0.2646, -1.6477, 0.1690], [1.5034, -0.6525, -1.1526], [-0.5040, 0.4906, 1.5918]], "nbo_charge": [0.20, -0.71, -0.27, -0.15, -0.34, 0.20, 0.22, 0.22, 0.38, 0.24], "homo_lumo_gap_ev": [7.60, 7.60], "e_lumo_ev": [-0.7338, -0.7333]}

<two>
{"formula": "C3H5NS", "method": "the ωB97M-V functional and the def2-TZVPD basis", "species": ["S", "N", "C", "C", "C", "H", "H", "H", "H", "H"], "xyz": [[-0.4849, -1.3137, -1.4764], [-0.0264, 0.7084, 0.1967], [-0.1383, 1.3674, 1.6134], [-0.1299, -0.6365, -0.0194], [1.1464, 1.2055, 0.9150], [1.7201, 1.8853, 0.4700], [-0.2683, 2.4540, 1.5150], [-0.3441, 0.8582, 2.5650], [1.8076, 0.4057, 1.5065], [-0.2405, -1.1617, 1.1348]], "nbo_charge": [0.04, -0.47, -0.26, -0.08, -0.21, 0.20, 0.23, 0.22, 0.17, 0.15], "homo_lumo_gap_ev": 8.69, "smiles": "S=CN1CC1", "e_lumo_ev": -0.1615}

Computed stability ranking, most favorable first: <two>, <one>

<one>
{"formula": "CH3BrFOP", "method": "the ωB97M-V functional and the def2-TZVPD basis", "species": ["Br", "P", "F", "O", "C", "H", "H", "H"], "xyz": [[2.3396, 1.4044, 0.0210], [0.9172, -1.1975, -0.6657], [1.5947, -2.0318, 0.4655], [-0.3202, -0.7995, 0.1880], [-1.0071, 0.4208, 0.0003], [-1.9641, 0.4086, -0.5481], [-0.2933, 1.1045, -0.4342], [-1.2667, 0.6905, 0.9732]], "nbo_charge": [-0.61, 1.64, -0.56, -0.82, -0.27, 0.20, 0.22, 0.21], "homo_lumo_gap_ev": 7.58, "e_lumo_ev": -1.6748}

<two>
{"formula": "CH3BrFOP", "method": "the ωB97M-V functional and the def2-TZVPD basis", "species": ["Br", "P", "F", "O", "C", "H", "H", "H"], "xyz": [[2.7389, -1.5494, -0.3618], [1.1754, -0.2963, 0.6923], [1.7199, 1.1960, -0.0633], [-0.0802, -0.6745, -0.2659], [-1.2004, 0.1449, -0.0177], [-1.2387, 0.6184, 1.0705], [-2.1186, -0.3803, -0.4447], [-0.9963, 0.9413, -0.6094]], "nbo_charge": [-0.25, 1.36, -0.61, -0.81, -0.27, 0.18, 0.22, 0.19], "homo_lumo_gap_ev": 10.69, "smiles": "COP(F)Br", "e_lumo_ev": 0.2573}

Computed stability ranking, most favorable first: <two>, <one>